[1]
12
Properties=species:S:1:pos:R:3 method="wB97M-V/def2-TZVPD" multiplicity=2 de_lowest_kcal_mol=10.14 homo_ev="-5.421 / -9.554" gap_ha="0.2223 / 0.3739"
O -1.3051 0.8391 -1.6826
H -0.2503 -0.5777 -0.5205
H -2.1865 0.4246 -1.7183
H -1.3904 1.7221 -2.0519
C 0.0241 0.5804 1.2553
C 1.3835 -1.3216 0.4453
N 0.3384 -0.4435 0.2806
H -0.3076 1.4422 0.6728
H -0.7033 0.2339 1.9917
H 0.9571 0.8575 1.7428
H 1.6593 -1.9972 -0.3479
H 1.8957 -1.3355 1.3849

=====

[2]
12
Properties=species:S:1:pos:R:3 method="wB97M-V/def2-TZVPD" multiplicity=1 total_charge=+1 de_lowest_kcal_mol=31.38 homo_ev=-15.806 gap_ha=0.3810
C 0.7561 1.2271 0.2826
C 0.8504 -1.0065 1.2270
N 0.5145 -0.2289 0.2649
H 1.4892 1.3550 1.0781
H -0.1638 1.7891 0.3849
H 1.2354 1.5318 -0.6520
H 0.9979 -0.4082 2.1361
H 0.4783 -2.0205 1.3368
H 0.0614 -0.7196 -0.5041
H -2.8633 -0.3487 -1.8221
H -1.4066 -0.7605 -2.2300
O -1.9495 -0.4102 -1.5022

=====

[3]
12
Properties=species:S:1:pos:R:3 method="wB97M-V/def2-TZVPD" multiplicity=1 total_charge=+1 de_lowest_kcal_mol=4.90 homo_ev=-16.586 gap_ha=0.4395
O -0.2700 1.9967 -1.7620
H 0.1936 2.8464 -1.7701
H -0.8671 1.9837 -2.5245
H -0.3981 -2.3826 0.6223
C -0.2027 -1.5859 1.3377
C -0.2021 -0.3096 0.6115
N 0.7359 0.0593 -0.1619
H 0.7518 -1.8201 1.8141
H -0.9134 -1.6538 2.1430
H -0.9493 0.4406 0.8067
H 1.5399 -0.5035 -0.4111
H 0.5815 0.9289 -0.7055

=====

[4]
12
Properties=species:S:1:pos:R:3 method="wB97M-V/def2-TZVPD" multiplicity=1 total_charge=+1 de_lowest_kcal_mol=23.53 homo_ev=-15.485 gap_ha=0.3769
O -0.6204 -2.0483 -1.1496
H -0.6296 -2.9476 -1.4512
H -1.3843 -1.8129 -1.7229
H -0.5145 0.8286 -1.1111
C 0.0856 1.3914 -0.3781
C -0.0253 0.8672 0.9924
N 0.8382 -0.0371 1.3529
H 1.1209 1.2524 -0.6866
H -0.0477 2.5117 -0.4462
H -0.8694 1.0550 1.6836
H 1.5146 -0.5862 0.6986
H 0.5319 -0.4742 2.2183

=====

[5]
12
Properties=species:S:1:pos:R:3 method="wB97M-V/def2-TZVPD" multiplicity=2 total_charge=+2 de_lowest_kcal_mol=74.86 homo_ev="-22.161 / -21.918" gap_ha="0.4623 / 0.1588"
O -0.6129 1.7727 -1.8783
H -0.1229 2.5210 -2.3241
H -0.7420 0.9830 -2.4689
H 1.0166 -2.2894 0.4926
C 0.5541 -1.5147 1.1296
C 0.2908 -0.3629 0.3162
N -0.5406 0.6093 0.5883
H 1.3836 -1.2817 1.8159
H -0.3426 -2.0013 1.5805
H 0.8830 -0.2146 -0.5895
H -1.1585 0.3686 1.3826
H -0.6086 1.4101 -0.0450

=====

[6]
12
Properties=species:S:1:pos:R:3 method="wB97M-V/def2-TZVPD" multiplicity=2 total_charge=+2 de_lowest_kcal_mol=60.33 homo_ev="-21.374 / -21.373" gap_ha="0.4455 / 0.1744"
C -0.5747 0.7172 -0.7435
C -1.8326 0.2958 1.2940
N -0.8820 -0.0099 0.4964
H 0.3779 1.2341 -0.6318
H -0.4002 0.0052 -1.5535
H -1.3884 1.3631 -1.0490
H -2.5603 1.0418 0.9937
H -1.9263 -0.2880 2.2026
H -0.2984 -0.7981 0.7491
H 2.6315 -1.8022 -0.8709
H 3.5247 -0.5176 -0.4734
O 2.6013 -0.7924 -0.7913

=====

[7]
13
Properties=species:S:1:pos:R:3 method="wB97M-V/def2-TZVPD" multiplicity=1 total_charge=-1 de_lowest_kcal_mol=27.63 homo_ev=-3.325 gap_ha=0.2856
C -0.0751 1.6231 -1.7899
O -1.0547 0.6026 -1.7411
H -0.5180 2.4547 -2.1580
H 0.5086 1.8363 -0.7459
H 0.8050 1.2092 -2.3866
N 0.4842 -1.3517 2.2367
C 0.2009 -0.9860 0.8402
O -0.9247 -0.3113 0.6816
H 0.1014 -0.6460 2.7770
H -0.0955 -2.2021 2.4562
H 1.1564 -0.4241 0.3862
H 0.3182 -1.9654 0.1852
H -0.9067 0.1608 -0.7418

=====

[8]
13
Properties=species:S:1:pos:R:3 method="wB97M-V/def2-TZVPD" multiplicity=1 total_charge=+1 de_lowest_kcal_mol=44.85 homo_ev=-15.870 gap_ha=0.4499
C 0.7693 -1.7881 0.0493
N 0.5637 -1.2244 -1.3139
H -0.1790 -1.8279 0.6649
H 1.3286 -0.9924 0.6334
H 1.0236 -2.8286 -0.1538
H 0.4118 -0.1106 -1.3187
H 1.4572 -1.3053 -1.9159
H -0.2513 -1.6501 -1.8741
O 0.4961 0.9676 -0.0817
C -0.4403 1.5722 0.4881
O -1.4836 0.8740 1.0076
H -0.5092 2.7045 0.6188
H -1.3023 1.1438 1.9103